P | Entry from OMol25: a structure of composition C24H74CaN12O6P4 (ωB97M-V/def2-TZVPD).

```
! RIJCOSX wB97M-V def2-TZVPD def2/J DEFGRID3
* xyz 0 1
Ca 7.5858 -14.3514 19.8448
O 5.7081 -13.7885 20.9189
H 5.1972 -13.0004 21.1881
O 8.4116 -14.8880 17.8569
H 7.9972 -15.3918 17.1296
O 14.6571 -16.1303 14.4855
P 14.1092 -15.5505 15.7345
N 15.0726 -15.9667 17.1326
C 14.7513 -15.3619 18.4202
C 16.3852 -16.6490 16.8800
N 12.6321 -16.2086 16.1842
C 11.6428 -15.6326 17.0946
C 12.2971 -17.5861 15.9696
N 14.0659 -13.8688 15.7164
C 12.8567 -13.2826 15.1686
C 15.2619 -13.0711 15.5873
H 15.1729 -15.9021 19.2678
H 13.6845 -15.3423 18.6432
H 14.9851 -14.2984 18.4705
H 16.9294 -15.8549 16.3687
H 16.2021 -17.5683 16.3237
H 16.9845 -16.9828 17.7271
H 10.6657 -15.5942 16.6130
H 11.3339 -16.2069 17.9679
H 11.9368 -14.6449 17.4497
H 12.1804 -18.1301 16.9068
H 11.3679 -17.8083 15.4448
H 12.9947 -18.1231 15.3268
H 12.3108 -13.9357 14.4878
H 12.2966 -13.0172 16.0652
H 13.0643 -12.2741 14.8111
H 15.3755 -12.7493 14.5521
H 16.1846 -13.5011 15.9769
H 15.1778 -12.1212 16.1152
O 7.4627 -16.6264 20.4934
P 7.2611 -18.0417 20.0533
N 6.3250 -18.9164 21.2056
C 5.7594 -18.2607 22.4480
C 6.0121 -20.3987 21.1537
N 8.6356 -19.0569 19.7297
C 9.5788 -19.4406 20.7879
C 9.2841 -18.9229 18.4258
N 6.2611 -18.1368 18.6824
C 5.5031 -17.0146 18.3544
C 6.0749 -19.4314 17.8875
H 5.9446 -18.8749 23.3293
H 4.7481 -17.8634 22.3613
H 6.3053 -17.3193 22.5097
H 6.7025 -20.9145 21.8210
H 6.0424 -20.8130 20.1460
H 4.9524 -20.5605 21.3514
H 9.8421 -20.4810 20.5975
H 10.4921 -18.8455 20.7897
H 8.9269 -19.3628 21.6580
H 10.0314 -18.1325 18.4950
H 9.8574 -19.8082 18.1504
H 8.5022 -18.6555 17.7151
H 6.2477 -16.3361 17.9381
H 4.8423 -17.2662 17.5249
H 5.0547 -16.5510 19.2331
H 6.0601 -19.3506 16.8006
H 5.1113 -19.8763 18.1360
H 6.8717 -20.1272 18.1507
O 9.3344 -14.5556 21.6625
P 10.2145 -13.9781 22.6626
N 10.8893 -15.1566 23.7761
C 10.1018 -16.4734 23.9910
C 11.9291 -14.7635 24.6908
N 9.2381 -12.8649 23.6387
C 7.8305 -12.5626 23.3054
C 9.9811 -11.6837 24.3251
N 11.6385 -13.2927 22.0296
C 11.8564 -11.8265 21.9526
C 12.2584 -14.0220 20.9992
H 9.6765 -16.7951 23.0403
H 9.2839 -16.2550 24.6777
H 10.6676 -17.3273 24.3635
H 12.3338 -15.5304 25.3512
H 11.7863 -13.8575 25.2796
H 12.8280 -14.5289 24.1207
H 7.4363 -11.7441 23.9077
H 7.7269 -12.5837 22.2206
H 7.3517 -13.4760 23.6584
H 9.4908 -11.7331 25.2973
H 11.0091 -11.9387 24.5827
H 9.6405 -10.7460 23.8859
H 12.9194 -11.7068 21.7428
H 11.1397 -11.2890 21.3317
H 11.9792 -11.3171 22.9084
H 13.3241 -13.7941 21.0212
H 11.9825 -13.6955 19.9965
H 12.1224 -15.0979 21.1096
O 8.2426 -12.0183 19.5774
P 8.1839 -10.7892 18.7981
N 8.3432 -9.2879 19.7532
C 9.2170 -9.3416 20.8899
C 7.1881 -8.5333 19.9659
N 6.8392 -10.7970 17.7481
C 5.8375 -11.8876 17.7256
C 6.5978 -9.8362 16.8776
N 9.5689 -10.6748 17.8668
C 9.8919 -9.4865 17.1847
C 10.3911 -11.8310 17.4899
H 9.1290 -10.3394 21.3197
H 8.8736 -8.5403 21.5442
H 10.2590 -9.1021 20.6775
H 6.9100 -8.5361 21.0198
H 6.3646 -8.7881 19.2987
H 7.5460 -7.5436 19.6821
H 6.2307 -12.8938 17.8709
H 5.1034 -11.8516 18.5305
H 5.3087 -11.8636 16.7728
H 7.3266 -9.0569 17.1006
H 6.6451 -10.1046 15.8222
H 5.6496 -9.3682 17.1422
H 9.8859 -9.7058 16.1170
H 9.4878 -8.5226 17.4942
H 10.9265 -9.1903 17.3581
H 9.8298 -12.7570 17.3650
H 11.0014 -12.0686 18.3612
H 10.9096 -11.6379 16.5508
*
```

Output
Highest occupied orbital energy (eV): -7.6
HOMO-LUMO gap (eV): 8.1076

These are the Mulliken partial charges, in e, on atoms 1 to 99:
1 Ca 1.55
2 O -0.92
3 H -0.04
4 O -0.86
5 H -0.04
6 O -0.89
7 P 0.25
8 N 0.29
9 C -0.63
10 C -0.92
11 N 0.47
12 C -1.24
13 C -1.20
14 N 0.58
15 C -1.35
16 C -1.08
17 H 0.42
18 H -0.02
19 H 0.25
20 H 0.31
21 H 0.24
22 H 0.33
23 H 0.47
24 H 0.08
25 H 0.15
26 H 0.38
27 H 0.37
28 H 0.39
29 H 0.35
30 H 0.33
31 H 0.55
32 H 0.37
33 H 0.24
34 H 0.37
35 O -0.37
36 P 0.08
37 N 0.46
38 C -0.79
39 C -1.08
40 N 0.14
41 C -1.01
42 C -0.75
43 N 0.25
44 C -0.98
45 C -1.24
46 H 0.32
47 H 0.28
48 H 0.07
49 H 0.34
50 H 0.22
51 H 0.40
52 H 0.29
53 H 0.24
54 H 0.36
55 H 0.17
56 H 0.33
57 H 0.30
58 H 0.07
59 H 0.43
60 H 0.24
61 H 0.37
62 H 0.33
63 H 0.49
64 O 0.20
65 P -1.07
66 N 0.47
67 C -0.80
68 C -0.94
69 N 0.25
70 C -1.11
71 C -1.23
72 N 0.45
73 C -1.34
74 C -1.09
75 H 0.10
76 H 0.34
77 H 0.38
78 H 0.42
79 H 0.24
80 H 0.29
81 H 0.39
82 H 0.28
83 H 0.39
84 H 0.41
85 H 0.45
86 H 0.27
87 H 0.47
88 H 0.41
89 H 0.35
90 H 0.48
91 H 0.15
92 H 0.44
93 O 0.22
94 P -0.92
95 N 0.30
96 C -0.55
97 C -1.15
98 N 0.57
99 C -0.84

=====

Q | Entry from OMol25: a structure of composition C24H74CaN12O6P4 (ωB97M-V/def2-TZVPD).

```
! RIJCOSX wB97M-V def2-TZVPD def2/J DEFGRID3
* xyz 0 1
Ca 0.8150 -0.6333 -0.9734
O 1.3080 0.5906 -2.6957
H 0.6064 1.0590 -3.1885
O 1.1586 -2.8068 -1.1465
H 1.8003 -3.5414 -1.0905
O -1.6553 -0.5813 -1.8688
P -2.8812 -0.8868 -2.5911
N -2.7383 -0.5162 -4.2258
C -1.6181 0.2827 -4.7062
C -3.8987 -0.5448 -5.2482
N -4.2780 -0.1016 -2.0525
C -4.1597 1.3792 -1.9680
C -5.4259 -0.7669 -1.4258
N -3.2238 -2.5879 -2.4728
C -3.8922 -3.3328 -3.5942
C -2.4563 -3.4360 -1.5891
H -0.8939 0.5013 -3.9215
H -2.0082 1.2164 -5.1112
H -1.1015 -0.2880 -5.4779
H -3.5410 -1.2128 -6.0318
H -4.0858 0.4643 -5.6152
H -4.8502 -0.9029 -4.8552
H -5.0482 1.9416 -2.2549
H -3.9710 1.6874 -0.9397
H -3.3262 1.7387 -2.5715
H -5.7059 -0.1763 -0.5535
H -6.2725 -0.8919 -2.1009
H -5.0504 -1.7133 -1.0366
H -4.8218 -2.9070 -3.9718
H -3.1341 -3.4937 -4.3608
H -4.1182 -4.3370 -3.2356
H -1.4413 -3.5402 -1.9724
H -2.9794 -4.3810 -1.4422
H -2.3329 -3.0570 -0.5746
O -0.5293 -1.2745 0.8752
P -1.0038 -2.0030 2.0910
N -2.7345 -2.2543 2.2770
C -3.6187 -1.1285 1.8703
C -3.3720 -3.1841 3.2310
N -0.6506 -1.2648 3.6155
C 0.0995 -0.0151 3.6945
C -0.8234 -1.9145 4.8870
N -0.3250 -3.5245 2.1574
C -0.7177 -4.5032 1.1583
C 1.0845 -3.7801 2.5225
H -3.2569 -0.7488 0.9148
H -3.5763 -0.3346 2.6159
H -4.6350 -1.4791 1.6902
H -2.7294 -4.0528 3.3745
H -4.3641 -3.5052 2.9136
H -3.3055 -2.6682 4.1889
H 1.0918 -0.2952 4.0479
H 0.1939 0.3917 2.6877
H -0.3531 0.7343 4.3439
H -1.5699 -1.3802 5.4748
H -1.1671 -2.9400 4.7514
H 0.1401 -1.9666 5.3940
H -0.1651 -5.4279 1.3245
H -1.7430 -4.8391 1.3132
H -0.5851 -4.1399 0.1392
H 1.8087 -3.7067 1.7112
H 1.1472 -4.7679 2.9790
H 1.3794 -3.1034 3.3244
O 0.2063 1.4335 -0.2322
P -0.2385 2.8187 0.0385
N -1.9409 2.9681 0.5201
C -2.4710 2.0990 1.5451
C -2.6481 4.2601 0.5129
N -0.1200 3.8741 -1.3325
C -1.1003 3.7787 -2.4172
C 1.2043 4.0443 -1.9595
N 0.6906 3.6887 1.2235
C 1.4422 3.0261 2.2680
C 0.3142 5.0301 1.6891
H -3.5433 1.9864 1.3851
H -2.3282 2.5913 2.5070
H -1.9177 1.1637 1.6293
H -3.7342 4.2673 0.4215
H -2.3930 4.7222 -0.4408
H -2.2655 4.8474 1.3477
H -2.1289 3.6815 -2.0699
H -1.0357 4.5862 -3.1464
H -0.7754 2.8501 -2.8864
H 1.2463 4.4913 -2.9527
H 1.8732 4.5102 -1.2359
H 1.6314 3.0483 -2.0762
H 1.9597 2.1685 1.8380
H 2.2118 3.7196 2.6069
H 0.7864 2.7003 3.0753
H 1.1772 5.4503 2.2057
H -0.5583 4.8408 2.3144
H 0.0964 5.7929 0.9415
O 2.7474 -0.1104 0.3994
P 4.1822 -0.0059 0.3270
N 4.8468 -0.3581 1.8470
C 4.7239 0.6767 2.8562
C 4.8173 -1.7922 2.2863
N 4.7871 1.4952 -0.1237
C 3.9199 2.4617 -0.8508
C 6.1112 2.0124 -0.0143
N 5.0425 -0.9683 -0.8516
C 6.4271 -1.3710 -0.6862
C 4.3472 -1.7096 -1.8791
H 5.1510 0.3962 3.8191
H 3.6705 0.6842 3.1361
H 5.1055 1.6328 2.4978
H 4.8955 -2.4698 1.4361
H 3.8915 -2.1328 2.7498
H 5.6786 -2.0240 2.9129
H 2.9051 2.0667 -0.8992
H 4.0768 3.4971 -0.5486
H 4.3398 2.4448 -1.8566
H 6.2808 3.0776 -0.1720
H 6.5988 1.6860 0.9043
H 6.6894 1.4926 -0.7781
H 6.4142 -2.3928 -0.3071
H 6.8628 -1.3256 -1.6843
H 7.0378 -0.7900 0.0048
H 3.6105 -1.1543 -2.4596
H 3.6752 -2.4658 -1.4732
H 5.0242 -2.1412 -2.6163
*
```

Output
Highest occupied orbital energy (eV): -7.0
HOMO-LUMO gap (eV): 7.5974

These are the Mulliken partial charges, in e, on atoms 1 to 99:
1 Ca 1.23
2 O -1.13
3 H -0.32
4 O -0.89
5 H -0.06
6 O 0.38
7 P -0.86
8 N 0.55
9 C -0.18
10 C -1.10
11 N 0.48
12 C -0.63
13 C -1.08
14 N 0.45
15 C -1.00
16 C -0.89
17 H -0.45
18 H 0.31
19 H 0.35
20 H 0.35
21 H 0.34
22 H 0.32
23 H 0.42
24 H 0.06
25 H 0.04
26 H 0.39
27 H 0.23
28 H 0.34
29 H 0.27
30 H 0.30
31 H 0.34
32 H 0.36
33 H 0.44
34 H -0.11
35 O 0.47
36 P -1.28
37 N 0.60
38 C -0.90
39 C -1.08
40 N 0.95
41 C -0.70
42 C -1.38
43 N 0.41
44 C -0.99
45 C -1.02
46 H -0.01
47 H 0.26
48 H 0.52
49 H 0.33
50 H 0.28
51 H 0.33
52 H 0.46
53 H -0.31
54 H 0.38
55 H 0.29
56 H 0.42
57 H 0.39
58 H 0.53
59 H 0.27
60 H 0.03
61 H 0.22
62 H 0.46
63 H 0.25
64 O 1.89
65 P -0.91
66 N 1.07
67 C -1.02
68 C -1.31
69 N -0.13
70 C -1.02
71 C -0.89
72 N 0.45
73 C -0.80
74 C -1.21
75 H 0.51
76 H 0.36
77 H -0.18
78 H 0.28
79 H 0.47
80 H 0.29
81 H 0.29
82 H 0.33
83 H 0.29
84 H 0.39
85 H 0.28
86 H 0.16
87 H -0.15
88 H 0.52
89 H 0.28
90 H 0.40
91 H 0.32
92 H 0.26
93 O -0.19
94 P -1.24
95 N 0.19
96 C -0.66
97 C -0.86
98 N 0.81
99 C -0.65

=====

R | Entry from OMol25: a structure of composition C24H74CaN12O6P4 (ωB97M-V/def2-TZVPD).

```
! RIJCOSX wB97M-V def2-TZVPD def2/J DEFGRID3
* xyz 0 1
Ca 1.2416 -11.2956 11.2112
O 2.8695 -12.3494 10.2138
H 3.7355 -12.7528 10.3127
O 0.7668 -11.7139 13.2666
H 0.1276 -11.4835 13.9448
O -0.4295 -9.6380 10.9551
P -1.2039 -8.5310 11.5441
N -0.4458 -7.7102 12.7366
C -0.5788 -6.2679 12.9204
C 0.0137 -8.4128 13.8874
N -2.5928 -9.1246 12.2076
C -2.8508 -10.5553 12.4530
C -3.6132 -8.2490 12.7406
N -1.6972 -7.3678 10.4735
C -2.6469 -7.9025 9.4733
C -0.7365 -6.4555 9.8734
H -1.2370 -5.8223 12.1793
H 0.4085 -5.8031 12.9167
H -1.0720 -6.0608 13.8781
H 0.7965 -9.1350 13.6199
H -0.7702 -9.0144 14.3684
H 0.4922 -7.7594 14.6145
H -3.6548 -10.8822 11.7782
H -1.9182 -11.0978 12.3286
H -3.2938 -10.6651 13.4458
H -3.6196 -7.2723 12.2558
H -4.6074 -8.6697 12.5449
H -3.5189 -8.1201 13.8256
H -2.1438 -8.6247 8.8269
H -3.5005 -8.3697 9.9729
H -3.1624 -7.0680 8.9936
H 0.2980 -6.7151 10.1350
H -0.9226 -5.4367 10.2133
H -0.7249 -6.5218 8.7850
O 2.3579 -9.2032 11.6411
P 3.7922 -8.8573 11.7069
N 4.3753 -8.5770 10.1818
C 3.7367 -9.1629 9.0087
C 5.6497 -7.9314 9.9045
N 4.7247 -10.0189 12.4182
C 4.0717 -11.0610 13.2106
C 6.1166 -9.8109 12.6811
N 4.1813 -7.4675 12.4987
C 4.1039 -7.5128 13.9607
C 3.7016 -6.2170 11.9443
H 3.5309 -8.3685 8.2857
H 2.7509 -9.5497 9.2702
H 4.2868 -10.0290 8.6387
H 6.4535 -8.6692 9.7514
H 5.9107 -7.2780 10.7328
H 5.6199 -7.3909 8.9539
H 3.4054 -11.6991 12.6305
H 4.8127 -11.7130 13.6690
H 3.4514 -10.6515 14.0192
H 6.6500 -9.4238 11.8102
H 6.3078 -9.0818 13.4813
H 6.5832 -10.7568 12.9427
H 4.5252 -6.5945 14.3580
H 3.0839 -7.7276 14.3134
H 4.6360 -8.3817 14.3561
H 4.5186 -5.4842 11.9472
H 2.9053 -5.7962 12.5629
H 3.3806 -6.3488 10.9141
O 0.6588 -18.0748 13.0804
P 0.6431 -16.6018 13.0365
N -0.7843 -15.9687 13.5374
C -2.0281 -16.7176 13.3030
C -0.8725 -14.5452 13.9383
N 0.9591 -15.9617 11.5444
C 2.3261 -16.0891 11.0496
C 0.0642 -15.0794 10.8290
N 1.7774 -15.9382 14.0383
C 1.9525 -16.6092 15.3157
C 2.4111 -14.6444 13.9127
H -2.2141 -16.8881 12.2291
H -2.8783 -16.1387 13.6562
H -1.9636 -17.7013 13.7645
H -0.4504 -13.8571 13.2130
H -0.2853 -14.4543 14.8639
H -1.8755 -14.3717 14.3238
H 2.3668 -15.6360 10.0571
H 3.0786 -15.6513 11.6985
H 2.5383 -17.1422 10.8320
H 0.2857 -15.1495 9.7613
H -0.9470 -15.4896 10.8764
H 0.1593 -14.0436 11.1467
H 2.4023 -15.9071 16.0297
H 1.0004 -16.9166 15.7459
H 2.7013 -17.4030 15.2528
H 2.0093 -13.9482 14.6606
H 2.1285 -14.1263 12.9907
H 3.5034 -14.6811 13.9573
O 0.0019 -11.9419 9.3585
P -0.8211 -12.3396 8.2034
N -2.0336 -13.3770 8.5467
C -2.9533 -13.0182 9.6206
C -2.1335 -14.7501 8.0688
N 0.0537 -13.0640 7.0265
C -0.1953 -12.7908 5.6079
C 1.4666 -13.3686 7.3315
N -1.5998 -11.0392 7.5573
C -0.8119 -9.8211 7.3521
C -2.9141 -11.0337 6.9850
H -3.8638 -13.6077 9.5716
H -3.2743 -11.9794 9.4555
H -2.4771 -13.0266 10.6029
H -1.6815 -15.4589 8.7665
H -1.6586 -14.8196 7.0925
H -3.1790 -15.0304 7.9203
H -0.1679 -11.7237 5.4079
H 0.5424 -13.3412 5.0244
H -1.1316 -13.2573 5.2815
H 1.7349 -14.3151 6.8582
H 2.1017 -12.5362 7.0239
H 1.6219 -13.4766 8.4006
H -1.5055 -9.0000 7.1840
H -0.2283 -9.6602 8.2591
H -0.1556 -9.9022 6.4819
H -3.2257 -12.0547 6.7497
H -2.8716 -10.5833 5.9842
H -3.6786 -10.5309 7.5810
*
```

Output
Highest occupied orbital energy (eV): -7.7
HOMO-LUMO gap (eV): 8.1355

These are the Mulliken partial charges, in e, on atoms 1 to 99:
1 Ca 1.63
2 O -0.69
3 H -0.15
4 O -0.63
5 H -0.19
6 O 1.10
7 P -0.52
8 N 1.00
9 C -1.07
10 C -1.03
11 N 0.65
12 C -0.98
13 C -1.36
14 N 0.06
15 C -1.32
16 C -0.89
17 H 0.44
18 H 0.00
19 H 0.38
20 H -0.07
21 H 0.21
22 H 0.47
23 H 0.24
24 H 0.00
25 H 0.38
26 H 0.36
27 H 0.43
28 H 0.24
29 H 0.22
30 H 0.36
31 H 0.52
32 H 0.11
33 H 0.37
34 H 0.40
35 O -0.36
36 P -1.19
37 N 0.71
38 C -0.62
39 C -1.27
40 N 0.53
41 C -0.74
42 C -0.90
43 N 0.18
44 C -0.88
45 C -1.15
46 H 0.36
47 H -0.32
48 H 0.36
49 H 0.27
50 H 0.40
51 H 0.33
52 H 0.11
53 H 0.39
54 H 0.22
55 H 0.17
56 H 0.37
57 H 0.40
58 H 0.45
59 H 0.06
60 H 0.31
61 H 0.33
62 H 0.30
63 H 0.42
64 O -0.89
65 P 0.07
66 N 0.29
67 C -0.93
68 C -0.72
69 N 0.26
70 C -0.97
71 C -1.01
72 N 0.45
73 C -1.18
74 C -1.02
75 H 0.26
76 H 0.33
77 H 0.29
78 H 0.18
79 H 0.23
80 H 0.43
81 H 0.32
82 H 0.29
83 H 0.31
84 H 0.61
85 H 0.03
86 H 0.14
87 H 0.44
88 H 0.33
89 H 0.28
90 H 0.59
91 H -0.08
92 H 0.45
93 O 0.75
94 P -1.16
95 N 0.45
96 C -0.89
97 C -0.95
98 N 0.55
99 C -0.93

=====

Stability, descending: R, Q, P